[1]
DFT (ωB97M-V with the def2-TZVPD basis set) results for a molecular structure, C4H4ErO in a non-equilibrium geometry.

Each line ends with the Mulliken charge.
Positions of all 10 atoms, in Å:
H  -1.2259  0.2044  0.3525  0.333
C  0.5091  1.8954  0.9362  -0.620
C  1.2002  1.1377  0.2339  0.387
H  0.5045  2.7081  1.6455  0.350
C  1.0916  -0.0065  -0.6006  -0.456
C  0.2354  -1.0282  -0.2900  -0.014
O  -1.0938  -0.8487  -0.1459  -0.440
Er  -3.0384  -2.4689  -0.8858  1.797
H  1.2224  0.1811  -1.6724  0.305
H  0.5949  -1.7744  0.4266  0.358

Summary:
LUMO energy (alpha / beta) = -10.8 / -10.8 eV
Calculated total energy = -1244.12681 Ha
Gap between HOMO and LUMO (alpha / beta) = 4.451 / 6.022 eV
HOMO level (alpha / beta) = -15.2 / -16.8 eV
Energy above the lowest of the compared OMol25 structures with the same formula, charge and spin = 1.096 eV
Spin multiplicity = 5
Charge = +2

***

[2]
DFT (ωB97M-V with the def2-TZVPD basis set) results for C4H4F2 in the gas phase in a non-equilibrium geometry.

Each line ends with the Mulliken charge.
Positions of all 10 atoms, in Å:
C  -1.4396  -0.4315  0.7529  -0.151
C  -0.4068  0.4623  0.6649  -0.384
C  0.7964  0.5707  -0.0989  0.582
C  1.1528  -0.3120  -1.0671  -0.702
H  -2.0973  -0.4794  1.4852  0.406
H  -0.4035  1.0796  1.6326  0.199
H  0.4616  -0.9911  -1.3998  0.265
H  1.9242  -0.2018  -1.8445  0.286
F  -1.5236  -1.5181  0.0523  -0.220
F  1.5357  1.8213  -0.1778  -0.281

Summary:
LUMO energy = 0.3 eV
SMILES = C=C(F)/C=C\F
Calculated total energy = -354.44608 Ha
Gap between HOMO and LUMO = 9.334 eV
HOMO level = -9.1 eV
Energy above the lowest of the compared OMol25 structures with the same formula, charge and spin = 1.483 eV
Spin multiplicity = 1
Charge = 0